*A*
{
  "formula": "C4H5NO2",
  "method": "ωB97M-V with the def2-TZVPD basis set",
  "mol_weight_g_mol": 99.09,
  "homo_energy_ha": -0.4021,
  "orbital_gap_ev": 11.613,
  "lumo_energy_ev": 0.671,
  "elements": ["C", "C", "C", "C", "H", "H", "H", "H", "H", "N", "O", "O"],
  "positions_angstrom": [[0.2982, -0.2941, -0.2657], [-0.3162, 1.0885, -0.5369], [-0.2722, -0.1109, 1.1256], [1.6543, -0.5359, -0.5067], [-1.3838, -1.2777, -0.3090], [0.3459, 1.9808, -0.5283], [-0.8864, 1.2362, -1.4989], [-0.9428, -0.9720, 1.3891], [0.4553, 0.0193, 1.7940], [2.7826, -0.7572, -0.3632], [-0.5370, -1.3651, -0.8814], [-1.1979, 0.9882, 0.5813]],
  "nbo_charge": [0.060, -0.068, -0.046, 0.255, 0.472, 0.191, 0.200, 0.186, 0.196, -0.254, -0.675, -0.516]
}

=====

*B*
{
  "formula": "C4H5NO2",
  "method": "ωB97M-V with the def2-TZVPD basis set",
  "mol_weight_g_mol": 99.09,
  "homo_energy_ha": -0.3668,
  "orbital_gap_ev": 10.395,
  "lumo_energy_ev": 0.415,
  "smiles": "C=C(C#N)COO",
  "elements": ["C", "C", "C", "C", "N", "O", "O", "H", "H", "H", "H", "H"],
  "positions_angstrom": [[-2.3032, -0.3706, 0.4307], [-0.2414, 0.9738, 0.7746], [-1.0810, 0.0333, -0.0101], [-0.5823, -0.6538, -1.0631], [-3.3441, -0.6989, 0.7502], [0.9314, 1.2690, 0.1016], [0.5606, 1.9422, -1.0635], [-0.8903, 1.9214, 0.9108], [0.0853, 0.6632, 1.7396], [0.4170, -0.2850, -1.2276], [1.2821, 2.4584, -1.3653], [-1.0072, -1.5908, -1.5098]],
  "nbo_charge": [0.250, -0.090, -0.197, -0.275, -0.297, -0.262, -0.470, 0.191, 0.224, 0.218, 0.475, 0.231]
}

=====

Relative energy table, unit kJ/mol: *A* 0.0; *B* 150.6